Here is a 7-piece molecular cluster, C29H58F10N14O7PSi overall from OMol25. Energies are from ωB97M-V/def2-TZVPD.

Values from the calculation:
E_HOMO: -11.13 eV
charge: +1
maximum force: 0.6 eV/A
Kohn-Sham gap: 8.4446 eV

Atoms and positions in Å:
1 N 6.086313 -4.551270 -4.599911
2 H 1.436096 -3.570643 4.909357
3 H -2.837251 -2.002341 -4.384748
4 C 2.662282 1.635960 -1.330369
5 C -1.763586 -5.530241 3.584755
6 C 1.679448 -5.045457 -0.787503
7 C -1.674198 -0.480996 1.880806
8 N 1.698604 1.153963 0.897630
9 H -0.727303 -2.305672 1.373172
10 H -3.340478 6.650430 1.943276
11 C 0.766727 0.341817 1.781015
12 H -0.144645 -0.279342 -5.974748
13 C 0.952342 -1.471582 -4.642485
14 O -1.257533 2.299805 2.302452
15 H 2.416099 -6.340267 0.767449
16 H 1.446527 2.142351 0.928503
17 H 1.236263 5.975638 -1.478870
18 H -7.603902 7.238458 1.506152
19 H -2.484037 -2.655861 3.394119
20 O -3.473416 -2.586476 -1.326574
21 H -0.197333 -1.135633 -0.248293
22 F -2.896490 0.098110 1.716093
23 C -1.738172 -1.919683 1.465147
24 H -2.049596 1.826299 0.417555
25 H -2.153629 -1.923764 0.457752
26 H -4.986323 -1.239304 -3.771776
27 H -4.610022 7.828640 1.938701
28 H -0.055192 1.553586 -1.394992
29 P 1.587220 -1.350453 2.037127
30 C 4.295808 -1.533352 1.252279
31 C -0.523982 -4.129055 -0.393373
32 H 0.464577 0.027725 -2.065494
33 H -1.462748 -6.565460 3.437259
34 H 3.551795 0.189537 2.381366
35 H 1.234257 -0.925471 4.419830
36 C -7.608110 5.546558 2.641945
37 H 0.660969 -3.720713 -2.140841
38 Si -2.143948 -4.677287 1.960486
39 C -3.571882 -5.480164 1.066697
40 H 4.958835 7.337516 -2.250440
41 H -4.515556 -5.384094 1.597479
42 H -3.633879 -2.694079 2.088371
43 C 3.018244 6.860637 -1.886505
44 H -0.416544 2.450824 0.449350
45 H 2.643238 1.098661 1.287332
46 F 4.742145 1.331420 -0.290190
47 O 2.569093 7.978979 -2.020092
48 N -3.671347 7.564339 1.701218
49 H 2.307958 -3.572761 3.378732
50 H -0.689975 -0.299762 -4.332656
51 C 4.134076 1.182142 -1.476725
52 N -0.547856 -0.180329 -0.286114
53 F -1.365795 -0.338585 3.210268
54 C 3.362767 -0.885441 2.296365
55 H -1.828827 -2.741200 -3.193704
56 H 1.681449 -1.608199 -6.578812
57 H 2.553525 4.852116 -1.462697
58 O 4.216371 -3.284027 -4.457994
59 H 0.441518 -6.107033 2.173320
60 H 4.924843 -0.796764 0.763295
61 F -3.192479 3.345022 1.924896
62 H 4.972006 -2.226780 1.746444
63 C 0.462611 -5.574127 1.231944
64 H -0.985949 8.784613 0.408399
65 N -4.808329 -1.564434 -2.840855
66 F 4.182738 -0.095740 -1.821372
67 H -7.210468 3.777709 3.564231
68 H 5.526562 -5.382855 -4.569134
69 H 2.547655 -5.142994 -1.424361
70 C -2.583302 -2.860485 2.326701
71 O -3.295779 9.630303 0.841236
72 C 5.434113 -3.357073 -4.546206
73 H 5.769968 -1.354077 -4.574290
74 H -5.529893 -1.481761 -2.149002
75 C 0.608853 -4.248449 -1.195753
76 O -8.672635 5.746152 3.187845
77 H 2.539609 -2.516367 -5.377396
78 F 2.673272 2.852842 -0.693086
79 O 1.067903 -1.838649 -3.476104
80 C 1.753052 0.686805 -0.531702
81 H -3.334120 -6.532883 0.909215
82 H -3.662203 -5.028320 0.077924
83 N 1.786969 -1.888820 -5.622204
84 H 4.734228 5.654941 -1.922999
85 C -3.647135 -2.171562 -2.462843
86 H -5.970144 4.244481 2.453529
87 C 1.110404 -1.778317 3.751675
88 H 0.066756 -2.070250 3.773504
89 H -1.255417 7.205885 1.059664
90 N 4.349064 6.573451 -2.026034
91 H 3.612236 -1.272385 3.280941
92 C -1.951165 3.447420 2.414787
93 C -0.623658 -4.782990 0.838383
94 H -0.956661 -5.008255 4.099786
95 N -1.601549 8.118848 0.837625
96 H 3.743059 -2.107515 0.510924
97 F 2.172886 1.830843 -2.560632
98 N -0.040529 -0.606882 -5.032528
99 N 6.227195 -2.245410 -4.596697
100 C 1.994636 -2.950154 4.215480
101 F -1.354456 4.443974 1.714743
102 N -6.848288 4.431976 2.896728
103 N 2.215309 5.785967 -1.578952
104 H 2.190167 -0.311229 -0.537372
105 C -0.623253 0.351586 1.068713
106 C -1.116248 1.798384 0.972941
107 H 2.881622 -2.590131 4.730986
108 F -2.004092 3.791385 3.678954
109 H -6.202568 6.255156 1.255470
110 H -1.329754 -3.511444 -0.757770
111 H 7.225453 -2.281522 -4.678042
112 F 4.754768 1.914147 -2.382819
113 H 0.702034 0.886582 2.721695
114 H -2.648346 -5.508649 4.218833
115 N -7.072781 6.416242 1.725501
116 N -2.695390 -2.292242 -3.436126
117 C 0.355585 0.580041 -1.140083
118 H 7.082000 -4.636024 -4.675573
119 C 1.602029 -5.710358 0.432980
120 C -2.883985 8.521629 1.106511

Atoms 1-6, force components in eV/Å:
N -0.0430 0.0410 0.0459
H 0.0301 -0.1088 0.0785
H -0.0499 -0.0623 -0.0363
C -0.1107 0.0739 0.0206
C 0.0147 0.1770 -0.2744
C -0.3325 0.0693 0.2571

Here is a 3-piece molecular cluster, C29H58F9N3O4S2 overall in a non-equilibrium geometry from OMol25. Energies are from ωB97M-V/def2-TZVPD.

Values from the calculation:
E_HOMO: -8.05 eV
SMILES string: CCCCC[C@@H]1OS(=O)(=O)[C@@](CN)(CCC(F)(F)C(F)(F)S(F)(F)(F)(F)F)C[C@@H]1C[C@@H]1CO1.CCN(CC)CC.CCN(CC)CC
maximum force: 2.9 eV/A
Kohn-Sham gap: 8.2492 eV

Atoms and positions in Å:
1 H 3.240244 4.139837 1.844637
2 C -1.232532 -0.841021 5.270601
3 H 1.736426 -4.809858 -4.334838
4 C 1.173284 -2.159557 -7.421557
5 H -3.072829 -2.816985 0.326311
6 F -3.286821 1.340846 6.933720
7 O 0.096893 -1.975408 -0.865388
8 C -0.067482 0.431100 -0.258288
9 H -1.464664 3.511963 1.146749
10 C -2.545808 0.017954 -2.578123
11 C -2.724019 -0.420072 5.264677
12 H -2.749748 -1.887826 -3.638238
13 C 2.669058 5.416064 3.995021
14 C 0.139443 -1.346606 3.096280
15 F -2.915494 1.555835 3.802418
16 H -1.040992 -4.840708 -6.528571
17 O 0.655630 -3.515205 0.967172
18 H 0.224250 -1.706862 -5.553969
19 H 4.673797 4.121237 6.164558
20 N 0.441024 -3.760578 -5.556962
21 F -0.681314 -0.491929 6.465517
22 C -1.914752 -1.920500 1.732566
23 H 2.240393 5.805999 3.065738
24 C -0.483352 -0.692048 -1.208940
25 C 2.044164 -2.733510 -3.977008
26 H -0.021624 -5.767656 -5.467834
27 N 2.775200 3.974208 3.850876
28 H -2.121592 -3.862832 1.137625
29 H 4.767198 5.936639 3.635642
30 F -3.440634 2.959377 5.420524
31 H 0.501227 -6.494753 -7.669748
32 H 1.251998 -2.608570 -3.237572
33 H 5.168188 2.998158 4.892398
34 F -3.337412 -1.020897 6.309870
35 H 1.196131 -1.143814 2.946378
36 O 1.930747 -1.525802 0.724434
37 H 2.177035 -1.790829 -4.510904
38 H -0.251414 1.940950 -1.807798
39 H 2.971720 -2.934181 -3.439670
40 H 0.648391 -4.869761 -8.309475
41 C 2.995784 3.226781 5.076266
42 H 3.956576 1.858985 1.457677
43 S -3.088576 1.427304 5.372226
44 H 0.489145 0.128948 4.589476
45 H -0.807862 -2.535424 -6.666844
46 H -2.683593 -1.157728 1.677055
47 H -3.900706 0.743943 -4.495045
48 C 0.312445 2.821301 -0.005748
49 H -4.991133 -1.766394 -3.559468
50 H 2.559001 -3.982225 -5.646546
51 C -0.537602 0.222811 1.182217
52 C -2.645669 -0.833643 -3.873546
53 H 1.019738 0.458580 -0.255273
54 C -0.509264 -1.233884 1.702501
55 H -1.992382 -2.386332 2.708514
56 H 1.353795 2.584726 0.149216
57 H 0.234079 4.117368 1.741355
58 C -0.371492 -0.327758 4.114718
59 S 0.629919 -2.127070 0.626496
60 H -5.671055 -1.370157 -5.108508
61 C -3.832727 -0.320413 -4.702636
62 C -2.005491 -0.747620 -1.368076
63 F -3.315032 -0.884480 4.139364
64 H 2.306369 3.603602 5.835834
65 H -3.554338 0.361362 -2.364951
66 H 1.050996 -1.104749 -7.676840
67 H 0.112367 0.818355 1.816674
68 C 0.000114 -4.973892 -6.221132
69 C 0.812093 -5.477937 -7.420856
70 H 4.646316 3.800094 2.840604
71 H 2.381490 1.825957 2.257015
72 H -1.536141 0.629756 1.326310
73 H -0.083671 -0.437305 -2.188325
74 H -1.737649 -0.657884 -4.444404
75 H 4.488488 2.393179 6.396033
76 H -1.532490 2.034277 -0.528410
77 H 3.857542 1.446198 3.159999
78 F -1.284257 -2.210045 5.284935
79 H 1.925610 5.631644 4.767252
80 H 2.678402 2.194181 4.903648
81 N -2.148616 -2.951164 0.708469
82 H 0.972525 -2.731658 -8.325875
83 H 3.753838 7.274745 4.159027
84 H -3.657441 -0.469617 -5.761149
85 C -0.494632 1.815085 -0.756008
86 F -1.572245 1.787660 5.590399
87 H 4.272429 6.077733 5.328986
88 H -2.512702 -0.416941 -0.465352
89 H 0.080074 -2.383803 3.402619
90 C -5.169553 -0.942804 -4.244428
91 C -0.388332 3.492790 1.120400
92 C 3.945762 6.209049 4.298518
93 C 4.415497 3.193525 5.657104
94 C 1.736693 -3.886184 -4.919073
95 H -5.837901 -0.214151 -3.804060
96 F -4.627104 1.089887 5.166399
97 C 3.577877 3.566162 2.713043
98 H -1.945774 0.888775 -2.818156
99 H -0.895573 0.504618 3.659365
100 O -0.048327 4.122380 -0.196052
101 C 0.214757 -2.524739 -6.279683
102 C 3.434284 2.088348 2.387224
103 H 2.217900 -2.307540 -7.144780
104 H -2.304018 -1.782546 -1.493601
105 H 1.881491 -5.506422 -7.210940

Atoms 1-6, force components in eV/Å:
H -0.0146 0.1035 0.0621
C 0.4333 -0.6331 -0.0692
H -0.0871 -0.0557 -0.0736
C -0.0583 0.0452 -0.0381
H -0.0792 -0.1499 -0.0816
F 0.1203 0.1085 0.0782